Entry from the Open Molecules 2025 dataset: the molecule C3H7N3S (ωB97M-V/def2-TZVPD).

XYZ file:
```
14
C3H7N3S ωB97M-V/def2-TZVPD
C -1.358 -1.950 -0.189
C -1.626 -0.669 0.035
N -0.736 0.454 0.076
N -1.347 1.756 0.042
C 0.645 0.394 -0.001
N 1.241 1.604 -0.176
S 1.619 -0.974 0.103
H -2.112 -2.794 -0.024
H -0.357 -2.234 -0.479
H -2.615 -0.316 0.328
H -1.971 1.775 -0.763
H -1.877 1.705 0.942
H 0.686 2.472 -0.039
H 2.276 1.623 -0.271
```

**SMILES**: C=CN(N)C(N)=S
**E_LUMO**: 0.024 Ha

***

Entry from the Open Molecules 2025 dataset: the ion C3H7N4 with charge +1 (ωB97M-V/def2-TZVPD).

XYZ file:
```
14
C3H7N4 ωB97M-V/def2-TZVPD
C 1.862 0.266 -0.656
C 0.682 -0.256 0.158
N 0.355 0.788 1.086
N -0.684 0.982 1.534
N -1.886 0.130 1.046
C -1.667 -0.466 -0.095
N -0.470 -0.541 -0.658
H 1.443 0.999 -1.359
H 2.503 -0.487 -1.182
H 2.602 0.655 0.145
H 0.898 -1.084 0.937
H -2.779 0.364 1.496
H -2.521 -0.634 -0.747
H -0.339 -0.716 -1.704
```

**Charge**: +1
**SMILES**: C[C@H]1N=NNC=[NH+]1
**E_LUMO**: -0.166 Ha

***

Entry from the Open Molecules 2025 dataset: a cluster of 2 separate species, C3H7N4 in total (ωB97M-V/def2-TZVPD).

XYZ file:
```
14
C3H7N4 ωB97M-V/def2-TZVPD
C 0.847 -0.234 -0.146
C -1.490 -0.293 -0.674
C 2.004 0.675 -0.340
N -3.249 -0.015 2.631
N -2.734 -0.081 1.663
N 0.763 -1.420 0.234
N -0.420 0.372 -0.506
H -2.417 0.173 -0.978
H 2.893 0.271 0.134
H 1.816 1.669 0.060
H 2.212 0.771 -1.408
H 1.616 -1.904 0.481
H -1.449 -1.368 -0.519
H -0.392 1.384 -0.632
```

**Charge**: +1
**E_LUMO**: -0.199 Ha

***

Entry from the Open Molecules 2025 dataset: the ion C3H7N4 with charge +1 (ωB97M-V/def2-TZVPD).

XYZ file:
```
14
C3H7N4 ωB97M-V/def2-TZVPD
C -0.258 1.029 -0.142
C -1.100 -0.220 -0.169
C 1.929 0.172 -0.534
N 1.009 1.078 -0.109
N -0.366 -1.234 -0.183
N -2.522 -0.062 -0.146
N 2.699 -0.686 0.074
H -0.661 2.090 -0.135
H 1.490 1.948 -0.089
H -0.522 -2.226 -0.219
H -2.930 0.857 -0.005
H -3.045 -0.760 0.348
H 3.363 -1.213 -0.481
H 2.586 -0.797 1.095
```

**Charge**: +1
**E_LUMO**: -0.174 Ha

***

Entry from the Open Molecules 2025 dataset: a cluster of 2 separate species, C3H7N4O in total (ωB97M-V/def2-TZVPD).

XYZ file:
```
15
C3H7N4O ωB97M-V/def2-TZVPD
C -0.511 1.295 0.557
C -0.956 0.791 -0.623
C 0.136 -0.819 0.365
N 0.238 0.301 1.151
N -0.492 -0.540 -0.774
N -1.564 1.483 -1.615
N 2.018 -1.930 0.027
O 0.711 0.339 2.377
H -0.423 2.247 1.154
H -0.500 -1.267 -1.455
H -2.136 2.240 -1.287
H -2.065 0.802 -2.279
H 2.073 -2.523 0.895
H 1.794 -2.636 -0.820
H 1.677 0.217 2.327
```

**Charge**: +1
**E_LUMO (spin up / spin down)**: -0.221 / -0.218 Ha

***

Entry from the Open Molecules 2025 dataset: the ion C3H7N4O with charge +1 (ωB97M-V/def2-TZVPD).

XYZ file:
```
15
C3H7N4O ωB97M-V/def2-TZVPD
N -0.497 2.317 0.045
N 0.353 1.329 0.599
N 0.110 0.068 0.169
C -0.670 -0.192 -0.853
N -0.603 -1.553 -1.088
C 0.389 -2.177 -0.314
O 0.695 -3.399 -0.667
C 0.881 -1.285 0.582
H -0.321 2.314 -0.998
H -0.118 3.148 0.484
H 0.445 1.422 1.551
H -1.341 0.624 -1.156
H -0.858 -2.073 -1.946
H 1.332 -3.897 -0.180
H 1.358 -1.522 1.534
```

**Charge**: +1
**SMILES**: NN[n+]1c[nH]c(O)c1
**E_LUMO**: -0.117 Ha

***

Calculated maximum force in order - 2.03 5.70 1.57 4.39 4.97 3.76 eV/A
Calculated energy above the lowest of the compared OMol25 structures with the same formula, charge and spin in order - 183.0 279.4 37.2 334.0 589.8 331.5 kJ/mol
Calculated calculated total energy in order - -18528.5743 -9175.6206 -9178.1313 -9175.0547 -11219.8650 -11222.5423 eV